# C19H39F3N16O13S

A cluster of 8 separate species, C19H39F3N16O13S in total (the ωB97M-V functional and the def2-TZVPD basis, the OMol25 dataset).

```
91
Properties=species:S:1:pos:R:3
H 0.7845 -2.2551 5.0821
N -0.9553 -2.9857 8.7200
H 1.4301 -4.5871 5.4883
O 5.2126 0.5157 -0.3989
N 5.8203 2.2804 -1.6876
O 1.1619 -2.3967 -2.7720
H 2.6442 -5.8392 3.7819
N 0.7254 0.0902 -2.3016
H -1.6380 -0.7553 7.7237
C 2.2151 -2.9437 2.1012
C -8.6134 -0.1101 0.3229
N 7.8960 0.5327 -3.7536
H 9.5510 1.0856 -5.5943
H -2.7293 2.5806 4.4454
O 1.3135 -0.7130 -1.3135
F -4.2399 -1.4529 0.0937
N -8.3840 -0.9764 1.3587
N -7.5375 0.1125 -0.4913
H -3.1816 4.7879 -5.0757
C 1.5724 -2.2512 3.1069
O 0.8948 1.2069 -1.9961
H -6.6371 5.7333 -3.1772
C 1.6744 -4.1302 4.5363
H 10.2288 2.4697 -4.8127
O 8.8214 2.3568 -2.7733
H -6.6406 -0.3141 -0.3593
C 0.9222 -4.1747 -0.2630
H -6.7051 5.1185 -4.7904
C -1.2158 -2.7831 7.3937
C 2.6183 -4.2353 2.3525
N -1.0263 3.0802 -3.9832
H -0.4365 2.4475 -3.4749
N -4.1951 4.8510 -5.0709
O 1.2315 -5.3196 -0.0813
H 2.9797 0.8140 -1.4159
F -3.1538 -3.2438 0.5435
H -0.9449 -2.8267 -2.1406
N -6.1648 5.3901 -3.9921
O -9.6930 0.4199 0.1421
H -4.7033 4.5671 -5.8863
H 1.1813 4.9055 -5.4241
C 2.4329 -2.2261 0.7859
H 1.2834 -1.2200 2.9164
O 0.2988 2.5280 3.4746
H -7.5035 -1.4241 1.5253
C 0.9529 -2.0777 -1.4010
H 1.5587 -3.2727 -2.8506
H 5.5994 2.9851 -2.3644
C -3.0731 -1.9207 0.5187
O -1.2957 4.8404 -5.3884
H -2.4906 1.4589 2.3912
H 7.8375 -0.1129 -4.5173
N -1.5066 1.6424 2.4287
O -2.4836 -0.8904 -1.8514
H 3.1420 -4.7975 1.5869
H 7.2852 0.4128 -2.9647
N -1.5691 -1.5039 7.0615
O -1.1887 -0.1061 -0.0322
O -1.1378 -3.6745 6.5670
H -0.7643 -3.6187 0.5969
H -1.7667 -1.3196 6.0956
H 3.4969 -2.1010 0.5766
N 0.8025 4.1775 -4.8477
H -7.6685 0.7416 -1.2611
C 1.2985 -2.8261 4.3187
H 6.7586 2.2349 -1.3260
N -1.7404 2.7404 4.4460
H 2.6449 -3.2817 -1.0401
N 9.5767 1.7079 -4.8099
N 3.6589 1.4702 -1.7444
O -4.1660 5.6621 -2.9531
S -1.7730 -1.2533 -0.6643
C -4.7943 5.3235 -3.9413
H 1.4268 3.5680 -4.3569
C 2.3470 -4.8203 3.5604
C 1.7880 -2.9132 -0.4585
C -0.5571 -2.5069 -1.1733
H -2.0228 2.9832 -3.9072
H -9.1513 -1.1636 1.9763
C 4.9197 1.3687 -1.2224
H -0.9240 1.3187 1.6779
N -0.4729 -3.7275 -0.3745
C -0.5573 4.0793 -4.7778
H -1.3274 3.2410 5.2102
C -0.8994 2.3172 3.4488
H -1.0127 -2.2664 9.4150
H 3.3892 2.1569 -2.4208
H 2.0225 -1.2205 0.9003
H -0.6928 -3.9126 8.9981
C 8.7674 1.5837 -3.7153
F -2.8329 -1.4367 1.7241
```

2S+1: 1
E, eV: -89785.05420